Entry 1:
The following is a quantum chemistry calculation of a 2-piece molecular cluster, C2H2N2O overall in a non-equilibrium geometry, from the OMol25 dataset.

The strongest force on any atom comes out at 1.07 eV/Å. The value obtained for the HOMO energy is -11.58 eV. The relative energy (zero: lowest compared OMol25 entry of this formula, charge and spin) comes out at 1.150 eV. For the HOMO-LUMO gap, the calculation gives 12.051 eV. As for the total energy: -7132.6934 eV.

Cartesian coordinates (Å):
O (2.90777, -0.35117, 0.11527)
N (-1.84156, -0.30985, 0.36063)
N (0.72067, 0.43470, -0.14049)
C (-2.71140, -0.63008, -0.33645)
C (1.85543, 0.05921, -0.10901)
H (-1.08894, -0.04881, 0.96096)
H (0.15802, 0.84599, -0.85091)

Here are the natural (NBO) charges for atoms 1 to 6, given in e:
1 O -0.48
2 N -0.74
3 N -0.82
4 C 0.28
5 C 0.88
6 H 0.46

---

Entry 2:
The following is a quantum chemistry calculation of an isolated ion of composition C3H8N3 and charge +1 in a non-equilibrium geometry, from the OMol25 dataset.

The strongest force on any atom comes out at 4.13 eV/Å. The value obtained for the HOMO energy is -14.17 eV. The SMILES is C=N/N=C(\C)[NH3+]. The relative energy (zero: lowest compared OMol25 entry of this formula, charge and spin) comes out at 4.173 eV. Its total charge is +1. For the HOMO-LUMO gap, the calculation gives 10.519 eV. As for the total energy: -7701.1050 eV.

Cartesian coordinates (Å):
N (1.71024, 0.96375, -0.28127)
N (-1.90468, -0.30011, 0.09163)
N (-0.44359, 0.62565, -0.15920)
C (0.59581, -0.02976, 0.02411)
C (-2.85334, 0.36772, -0.39199)
C (0.85672, -1.36749, 0.57666)
H (-2.71289, 1.37600, -0.84891)
H (0.42427, -1.46861, 1.48914)
H (-3.80198, -0.15476, -0.13608)
H (0.49698, -2.22039, 0.06453)
H (1.92741, -1.55572, 0.59991)
H (1.39976, 1.41005, -1.18988)
H (2.62517, 0.65417, -0.24859)
H (1.68012, 1.69952, 0.40994)

Here are the natural (NBO) charges for atoms 1 to 6, given in e:
1 N -0.70
2 N -0.21
3 N -0.32
4 C 0.39
5 C -0.07
6 C -0.71

---

Entry 3:
The following is a quantum chemistry calculation of C41H43AsN5O5RhS2 as an isolated structure, from the OMol25 dataset.

The strongest force on any atom comes out at 0.72 eV/Å. The multiplicity is 5. The value obtained for the HOMO energy (spin up / spin down) is -7.93 / -8.04 eV. The relative energy (zero: lowest compared OMol25 entry of this formula, charge and spin) comes out at 0.000 eV. For the HOMO-LUMO gap (spin up / spin down), the calculation gives 8.469 / 5.919 eV. As for the total energy: -146419.0982 eV.

Cartesian coordinates (Å):
Rh (0.17580, -0.27957, 0.00929)
As (3.04943, 0.19091, 1.49205)
S (0.61966, -2.76410, 1.59654)
S (-2.56615, 0.26082, -0.59736)
O (-1.96784, 0.11340, 0.75852)
O (0.55822, -1.44898, 2.24083)
O (-3.74197, -0.52687, -0.81845)
O (1.84196, -3.50834, 1.72330)
O (-1.45817, 0.07024, -1.57033)
N (0.23586, -2.42084, 0.06327)
N (1.78089, 1.02802, 0.40029)
N (-3.92855, -5.88105, 3.71323)
N (1.46893, -3.93946, -1.28798)
N (1.47371, -1.58493, -1.62330)
C (4.66424, 1.30415, 1.29214)
C (2.29283, 4.40752, -1.97762)
C (-2.49222, 4.25811, -1.12271)
C (1.67483, 0.39390, 7.56950)
C (2.68482, 3.27504, 0.11066)
C (6.47296, 2.72864, 1.99617)
C (2.48667, 0.39076, 3.34643)
C (0.55817, 2.02954, 2.98089)
C (1.60808, 3.29839, -2.46333)
C (1.20269, 1.15576, 5.21452)
C (6.60981, 1.62699, -0.10597)
C (-4.69265, 3.66523, -0.39476)
C (1.98471, 2.14687, -0.36058)
C (2.82137, 4.39006, -0.68993)
C (-3.77991, 4.64833, -0.77034)
C (1.43688, 1.16675, 3.84350)
C (2.96985, -0.39766, 5.56630)
C (5.21765, 2.18140, 2.24034)
C (2.26009, -4.05414, -2.34625)
C (-3.04338, 1.96138, -0.72055)
C (2.23904, -1.72814, -2.69625)
C (1.95623, 0.39121, 6.09179)
C (-3.04575, -3.85637, 2.72710)
C (-2.85810, -5.16491, 3.18469)
C (5.36794, 1.04033, 0.10489)
C (8.54697, 3.06822, 0.61692)
C (4.51938, 2.61661, 3.50401)
C (-4.19196, 6.09450, -0.81969)
C (-1.98189, -3.12121, 2.25052)
C (3.24172, -0.42069, 4.20507)
C (2.67458, -2.97257, -3.11035)
C (1.10218, -2.70381, -0.96994)
C (-2.12125, 2.92254, -1.10124)
C (-4.33409, 2.32816, -0.36825)
C (-0.50874, -4.99185, 2.67338)
C (4.80480, 0.14995, -0.97924)
C (-1.58009, -5.72217, 3.15702)
C (1.44592, 2.18309, -1.66678)
C (-0.71457, -3.69781, 2.22706)
C (4.34624, -1.31635, 3.69966)
C (7.18917, 2.46068, 0.83789)
H (3.34401, 5.25810, -0.30977)
H (-1.12191, 2.62854, -1.38539)
H (-2.13011, -2.10859, 1.89380)
H (-4.03639, -3.41891, 2.74625)
H (5.16195, -0.73949, 3.25238)
H (-1.42858, -6.73294, 3.51561)
H (7.13663, 1.42407, -1.03185)
H (1.14062, 2.75938, 2.41297)
H (0.92067, 1.30637, -2.03083)
H (3.30340, -3.09716, -3.97869)
H (8.51709, 4.15152, 0.73998)
H (9.26679, 2.67823, 1.33851)
H (2.56896, -5.06187, -2.60271)
H (5.48400, 0.11416, -1.83008)
H (4.92619, 3.57193, 3.83486)
H (2.51793, -0.82109, -3.22200)
H (4.64862, -0.87087, -0.62383)
H (2.56417, 0.67005, 8.13817)
H (-3.32371, 6.75151, -0.85104)
H (4.76804, -1.89777, 4.51818)
H (4.65430, 1.89698, 4.31381)
H (-5.70074, 3.95253, -0.11988)
H (0.39310, 1.76319, 5.60422)
H (-0.15577, 2.57692, 3.59506)
H (-4.79258, 6.36260, 0.04959)
H (8.92010, 2.84920, -0.38228)
H (-4.79438, 6.29447, -1.70803)
H (-1.76762, 5.00765, -1.41949)
H (-5.04557, 1.56448, -0.08580)
H (0.48442, -5.41740, 2.63673)
H (0.88050, 1.09607, 7.81858)
H (-4.83653, -5.58496, 3.39205)
H (-3.82585, -6.88288, 3.68647)
H (3.44595, 2.72785, 3.36908)
H (3.83817, 0.51609, -1.33538)
H (-0.01919, 1.43298, 2.27381)
H (6.89427, 3.40554, 2.73218)
H (2.41437, 5.28450, -2.59950)
H (1.19787, 3.30767, -3.46479)
H (3.97584, -2.01919, 2.94856)
H (1.36643, -0.59739, 7.90595)
H (3.08826, 3.26496, 1.11313)
H (3.55985, -1.02217, 6.22885)

Here are the Mulliken charges for atoms 1 to 6, given in e:
1 Rh 1.09
2 As 1.64
3 S 1.72
4 S 1.73
5 O -0.54
6 O -0.49

---

Entry 4:
The following is a quantum chemistry calculation of CH4N2O2 as an isolated structure in a non-equilibrium geometry, from the OMol25 dataset.

The strongest force on any atom comes out at 5.64 eV/Å. The value obtained for the HOMO energy is -10.07 eV. The relative energy (zero: lowest compared OMol25 entry of this formula, charge and spin) comes out at 3.680 eV. For the HOMO-LUMO gap, the calculation gives 10.380 eV. As for the total energy: -8173.0051 eV.

Cartesian coordinates (Å):
O (0.21601, -0.94474, -1.52132)
O (-0.30413, 1.08126, -1.91153)
N (-0.09473, 0.15572, -1.21900)
N (-0.00411, -0.58031, 1.13740)
C (0.03188, 0.45566, 0.26591)
H (1.35308, 0.84659, 0.29984)
H (-0.52162, 1.29700, 0.66912)
H (-0.93407, -0.84991, 1.50235)
H (0.25768, -1.46126, 0.77724)

Here are the natural (NBO) charges for atoms 1 to 6, given in e:
1 O -0.39
2 O -0.36
3 N 0.53
4 N -0.82
5 C -0.11
6 H 0.18

---

Entry 5:
The following is a quantum chemistry calculation of C19H40OP2V as an isolated structure in a non-equilibrium geometry, from the OMol25 dataset.

The strongest force on any atom comes out at 5.72 eV/Å. The multiplicity is 2. The value obtained for the HOMO energy (spin up / spin down) is -11.93 / -11.93 eV. Its total charge is +2. For the HOMO-LUMO gap (spin up / spin down), the calculation gives 2.801 / 2.922 eV. As for the total energy: -66640.3217 eV.

Cartesian coordinates (Å):
V (0.00403, -0.02453, 2.49460)
P (0.19923, -1.41793, -4.12790)
P (0.01393, 1.76897, -4.01580)
O (0.00403, -0.02453, 4.49460)
C (-1.49697, 0.72147, -0.15040)
C (-1.87417, -0.73293, 0.22330)
C (-1.58937, 2.63797, -4.36470)
C (-0.96347, -2.84873, -4.34260)
C (-0.48867, -1.27473, 6.75030)
C (0.56563, -1.39253, 0.79200)
C (-0.80707, -1.46743, 1.00420)
C (0.08763, -1.49153, 3.96320)
C (1.77323, -2.25113, -4.65310)
C (0.00403, -0.02453, 5.91460)
C (-0.96027, 1.11767, 6.29120)
C (0.66833, 1.50507, 1.01810)
C (1.64943, 0.82137, 0.09190)
C (0.28573, 0.95647, -5.67290)
C (1.23193, -0.60933, -0.32710)
C (1.40993, 0.39877, 6.42840)
C (1.16673, 3.20907, -4.22190)
C (-0.71907, 1.43927, 0.94040)
C (-0.19767, -0.49913, -5.70200)
H (0.99563, 3.74387, -5.16440)
H (-2.77647, -0.71423, 0.84400)
H (1.18133, -2.14673, 1.27650)
H (-0.46067, -1.04413, 7.83750)
H (-1.17237, -2.29223, 1.61330)
H (-1.81027, 3.32947, -3.54520)
H (0.36283, -2.46843, 3.54510)
H (-2.13517, -1.29473, -0.68660)
H (1.81933, 1.43687, -0.80480)
H (2.12833, -1.15103, -0.64640)
H (1.67013, -2.75083, -5.62460)
H (1.36323, 0.99117, -5.87650)
H (2.05633, -2.99413, -3.90050)
H (-1.55617, 3.20117, -5.30580)
H (-0.92627, 0.73907, -1.08290)
H (1.09553, 2.29327, 1.63500)
H (-0.76527, -3.59943, -3.57080)
H (-1.99007, 0.87897, 5.94720)
H (0.80263, -1.22683, 4.74880)
H (0.15623, -2.16823, 6.60680)
H (1.39693, 0.56827, 7.52710)
H (2.58133, -1.51593, -4.71420)
H (-0.98837, 1.28557, 7.39050)
H (2.20183, 2.85367, -4.19810)
H (0.56993, -0.57343, -1.19670)
H (-1.99437, -2.50253, -4.21760)
H (-0.86287, -3.31863, -5.32880)
H (-1.28787, -0.52323, -5.82370)
H (1.73543, 1.34017, 5.93500)
H (-0.90317, -1.57973, 4.42740)
H (-1.54027, -1.54193, 6.50900)
H (2.60943, 0.76867, 0.61660)
H (0.23653, -1.03783, -6.55560)
H (1.03193, 3.90687, -3.38920)
H (2.17563, -0.37873, 6.22190)
H (-2.41957, 1.27817, -0.34490)
H (-1.28047, 2.16227, 1.52750)
H (-0.65117, 2.06947, 5.80600)
H (-0.21177, 1.54887, -6.45320)
H (-2.40477, 1.90987, -4.41340)

Here are the natural (NBO) charges for atoms 1 to 6, given in e:
1 V 1.52
2 P 0.73
3 P 0.73
4 O -0.52
5 C -0.46
6 C -0.46

---

Entry 6:
The following is a quantum chemistry calculation of a 2-piece molecular cluster, C9H14 overall in a non-equilibrium geometry, from the OMol25 dataset.

The strongest force on any atom comes out at 2.04 eV/Å. The value obtained for the HOMO energy is -9.09 eV. The SMILES is Cc1ccccc1.CC. The relative energy (zero: lowest compared OMol25 entry of this formula, charge and spin) comes out at 0.525 eV. For the HOMO-LUMO gap, the calculation gives 10.073 eV. As for the total energy: -9559.6560 eV.

Cartesian coordinates (Å):
C (0.65816, -1.49743, 3.12523)
C (-1.45452, -0.87968, 2.22828)
C (0.55093, 2.57684, -2.85800)
C (-0.97613, -1.08871, 0.94538)
C (0.32351, -1.53384, 0.73669)
C (1.12866, -1.76803, 1.84590)
C (-0.63781, -1.06867, 3.34197)
C (0.82320, -1.82422, -0.64846)
C (-0.88847, 2.86503, -2.41017)
H (-1.72622, -1.06460, 0.16545)
H (1.91194, -1.74787, -0.67402)
H (1.39423, -1.58085, 3.91830)
H (-1.56831, 2.82459, -3.24507)
H (0.51026, -1.09326, -1.38291)
H (-0.90273, 3.81325, -1.88554)
H (-2.47560, -0.58545, 2.44280)
H (-1.23735, 2.15382, -1.66388)
H (2.10674, -2.19935, 1.73384)
H (0.66634, -2.84151, -1.01135)
H (-0.96707, -0.81242, 4.33773)
H (0.73846, 2.70594, -3.92942)
H (0.80879, 1.50819, -2.85521)
H (1.21295, 3.13824, -2.25752)

Here are the natural (NBO) charges for atoms 1 to 6, given in e:
1 C -0.20
2 C -0.20
3 C -0.61
4 C -0.23
5 C 0.00
6 C -0.22

---

Entry 7:
The following is a quantum chemistry calculation of a 2-piece molecular cluster, C6H15N4 overall in a non-equilibrium geometry, from the OMol25 dataset.

The strongest force on any atom comes out at 1.26 eV/Å. The value obtained for the HOMO energy (spin up / spin down) is -12.27 / -12.38 eV. The relative energy (zero: lowest compared OMol25 entry of this formula, charge and spin) comes out at 6.361 eV. Its total charge is +1. For the HOMO-LUMO gap (spin up / spin down), the calculation gives 6.672 / 6.952 eV. As for the total energy: -12412.8076 eV.

Cartesian coordinates (Å):
N (2.15364, 0.27315, -1.32500)
N (2.66599, -0.55957, 0.81197)
N (2.29602, 0.34232, -0.07130)
N (3.06061, -1.74110, 0.38033)
C (-2.66291, 1.23920, 0.13360)
C (-2.81469, -1.09203, -0.86417)
C (-0.63010, -0.14505, -0.12406)
C (-2.15208, -0.19194, 0.16099)
C (0.14421, -0.48909, 0.81800)
C (2.15201, 1.66988, 0.49817)
H (-3.87075, -1.17502, -0.61251)
H (-0.32852, 0.20688, -1.10399)
H (3.47260, -2.32769, 1.08698)
H (-2.55620, 1.67977, -0.85459)
H (-2.14028, 1.85696, 0.85882)
H (2.31015, -0.64592, -1.73459)
H (0.31952, -0.85042, 1.79951)
H (-2.38786, -2.09126, -0.84920)
H (1.46093, 2.24075, -0.11887)
H (1.81000, 1.59943, 1.52749)
H (3.31846, -1.90751, -0.58841)
H (-3.71862, 1.23277, 0.39693)
H (-2.29623, -0.60893, 1.16107)
H (-2.73004, -0.68260, -1.86736)
H (3.12416, 2.16702, 0.48020)

Here are the natural (NBO) charges for atoms 1 to 6, given in e:
1 N -0.50
2 N -0.05
3 N 0.09
4 N -0.60
5 C -0.61
6 C -0.61

---

Entry 8:
The following is a quantum chemistry calculation of a 2-piece molecular cluster, C10H14Si overall in a non-equilibrium geometry, from the OMol25 dataset.

The strongest force on any atom comes out at 4.58 eV/Å. The value obtained for the HOMO energy (spin up / spin down) is -7.93 / -7.54 eV. The relative energy (zero: lowest compared OMol25 entry of this formula, charge and spin) comes out at 7.330 eV. For the HOMO-LUMO gap (spin up / spin down), the calculation gives 6.828 / 8.096 eV. As for the total energy: -18468.2807 eV.

Cartesian coordinates (Å):
Si (0.34477, -0.76941, -0.97176)
C (-0.27743, 2.59088, 1.38249)
C (1.86705, 0.19979, -0.78978)
C (-1.41563, 2.19577, 0.53184)
C (2.06078, 0.22699, 1.56122)
C (0.30427, -2.69981, -1.15657)
C (-0.58440, -3.32449, -0.07623)
C (1.45977, -0.30004, 0.45220)
C (3.46896, 1.59242, 0.14133)
C (3.00797, 1.25325, 1.39760)
C (2.88214, 1.06963, -0.99193)
H (0.13925, -3.02722, -2.19894)
H (-2.06232, 1.35260, 0.69016)
H (-1.69090, -3.26445, -0.42671)
H (-2.01659, 2.67347, -0.20906)
H (4.03587, 2.45233, 0.07038)
H (3.48364, 1.73279, 2.17421)
H (-0.55126, -3.06182, 0.95196)
H (3.18595, 1.20074, -2.04043)
H (-0.47124, 3.33781, 2.14163)
H (-0.45577, -4.50034, 0.08001)
H (0.70707, 2.90188, 0.78138)
H (0.04796, 1.81912, 2.03780)
H (1.38009, -2.97876, -1.03432)
H (1.79543, -0.05638, 2.61632)

Here are the natural (NBO) charges for atoms 1 to 6, given in e:
1 Si 1.20
2 C -0.70
3 C -0.43
4 C -0.30
5 C -0.21
6 C -0.84

---

Q: The highest strongest force on any atom belongs to which entry?
A: C19H40OP2V